C20H28AuN5O2P2 as an isolated structure in a non-equilibrium geometry, computed with the ωB97M-V functional and the def2-TZVPD basis.

Results
Spin multiplicity: 3
Frontier orbital gap (alpha / beta), eV: 6.60 / 5.29
Total charge: +2
LUMO energy (alpha / beta), eV: -8.2 / -9.5

The geometry in XYZ format:
```
58
Properties=species:S:1:pos:R:3:forces:R:3
Au 0.229 2.140 0.468 0.0 -2.1 -0.6
C 3.126 0.772 -0.821 -0.1 0.5 0.1
P 1.706 0.385 0.218 0.1 -1.1 -0.3
C 0.757 -0.848 -0.713 -0.8 0.1 -0.1
N 1.397 -1.853 -1.242 1.0 0.0 0.1
C 0.734 -2.803 -1.915 -1.1 0.1 -0.1
C 1.402 -3.891 -2.508 0.2 -0.1 0.0
C 0.681 -4.844 -3.169 0.1 0.1 0.1
C -0.727 -4.751 -3.273 -0.1 0.1 0.1
C -1.410 -3.706 -2.718 -0.3 -0.1 -0.1
C -0.703 -2.703 -2.028 1.1 0.0 0.1
N -1.324 -1.645 -1.487 -1.1 0.1 0.0
C -0.654 -0.725 -0.855 0.9 0.0 0.0
P -1.500 0.753 -0.188 -0.4 -1.1 -0.7
C -2.520 0.164 1.176 0.2 0.5 0.2
C -2.561 1.514 -1.520 0.4 0.4 0.5
C -1.614 1.995 -2.621 0.0 -0.1 0.0
C -3.585 0.512 -2.043 -0.1 0.0 0.0
C -3.249 2.710 -0.842 0.0 0.0 -0.1
C 2.279 -0.409 1.802 -0.2 0.6 -0.1
C 3.186 -1.592 1.474 0.1 0.0 -0.1
C 3.039 0.689 2.562 0.0 -0.1 0.1
C 1.038 -0.866 2.570 0.1 -0.1 -0.1
H 3.706 -0.134 -0.988 -0.1 -0.1 0.0
H 3.739 1.531 -0.332 0.1 -0.1 0.0
H 2.776 1.165 -1.775 0.0 0.0 0.0
H 2.480 -3.941 -2.423 0.0 0.0 0.0
H 1.188 -5.685 -3.621 0.0 0.0 0.0
H -1.268 -5.520 -3.807 0.0 0.0 0.0
H -2.487 -3.626 -2.796 0.0 0.0 0.0
H -3.259 -0.545 0.802 0.0 0.0 -0.1
H -3.011 1.023 1.636 -0.1 -0.1 0.0
H -1.888 -0.312 1.924 0.0 0.0 0.0
H -1.071 1.169 -3.085 0.0 0.0 0.0
H -0.894 2.724 -2.240 0.0 0.0 -0.1
H -2.197 2.486 -3.401 0.0 0.0 0.0
H -3.116 -0.370 -2.462 0.0 -0.1 0.0
H -4.155 0.998 -2.838 0.0 0.1 0.1
H -4.290 0.205 -1.271 0.0 0.0 0.0
H -2.534 3.349 -0.315 -0.1 0.1 0.0
H -4.024 2.396 -0.144 0.0 0.0 0.0
H -3.726 3.326 -1.606 0.0 0.0 0.0
H 4.099 -1.279 0.970 0.0 0.0 0.0
H 2.681 -2.336 0.860 0.0 0.0 0.0
H 3.477 -2.071 2.411 0.0 0.1 0.0
H 4.000 0.912 2.097 0.0 0.0 0.0
H 3.240 0.352 3.580 0.0 0.0 0.0
H 2.460 1.615 2.628 0.0 0.0 0.1
H 0.502 -1.646 2.025 0.0 0.0 0.0
H 0.367 -0.035 2.770 -0.1 0.1 0.1
H 1.346 -1.286 3.528 0.0 0.0 0.0
N -0.511 2.207 2.862 0.1 0.6 0.9
C -0.217 2.880 3.777 -0.1 -1.2 -0.7
N -0.001 3.638 4.762 -0.3 1.3 0.8
C 0.700 3.799 5.804 0.0 -0.6 -0.6
N 1.341 3.976 6.775 0.1 0.2 0.3
O -0.222 4.096 0.703 0.1 1.4 0.1
O 1.045 3.948 0.862 0.1 1.1 0.2
```
Positions in Å, forces in eV/Å.